No. 1
29
Properties=species:S:1:pos:R:3:forces:R:3 method="wB97M-V/def2-TZVPD" energy_ha=-3446.61506 spin_multiplicity=2 largest_force_ev_per_a=0.4 relative_energy_ev=0.483 homo_energy_ev="-8.41 / -8.36" s_squared=0.766 charge=0 e_lumo_ev="-1.704 / -2.810"
N -1.162 4.412 -0.732 0.0 0.0 0.0
O -0.079 1.986 1.241 0.2 -0.2 0.0
S 2.066 -0.469 4.778 0.1 -0.1 -0.2
C -1.313 3.700 1.755 -0.1 0.1 0.0
C -0.695 -3.289 -0.070 0.0 0.0 -0.1
N -0.737 2.643 2.200 0.1 0.0 0.0
C 0.150 -1.194 -0.834 0.1 -0.1 0.0
Cl -1.024 -3.260 -4.067 0.0 0.0 0.0
S 0.463 0.326 3.865 0.3 0.0 -0.1
N 0.706 0.004 -0.485 0.0 0.0 0.2
C -2.064 4.509 2.676 0.1 0.0 0.0
C 0.251 -0.559 -3.149 0.0 0.0 0.0
Cl -1.064 -4.403 1.191 0.0 0.0 0.0
S 2.747 -0.996 1.653 -0.2 0.0 0.0
S 3.598 -0.510 3.430 -0.2 0.3 0.3
C -0.139 -2.066 0.248 0.0 0.0 0.1
H -1.402 -4.606 -1.606 0.0 0.0 0.0
C 0.811 0.627 -2.766 0.0 0.0 0.0
H 0.069 -0.772 -4.194 0.0 0.0 0.0
C 1.026 0.885 -1.402 0.0 0.0 0.0
O 0.124 -1.689 1.485 -0.2 0.0 0.0
H 1.081 1.380 -3.491 0.0 0.0 0.0
H 1.442 1.821 -1.055 0.0 0.0 0.0
C -1.231 4.101 0.371 0.0 0.0 0.0
C -0.962 -3.639 -1.404 0.0 0.0 0.0
C -0.102 -1.523 -2.178 0.0 0.0 0.0
C -0.678 -2.788 -2.434 0.0 0.0 0.0
N -2.655 5.171 3.403 0.0 0.0 0.0
Ir 0.775 0.198 1.573 -0.1 0.1 -0.2


No. 2
100
Properties=species:S:1:pos:R:3:forces:R:3 method="wB97M-V/def2-TZVPD" energy_ha=-3386.40656 largest_force_ev_per_a=4.6 relative_energy_ev=2.315 homo_energy_ev=-6.07 charge=-1 e_lumo_ev=1.663
C 4.344 0.454 0.387 -0.7 -0.3 0.2
C -0.326 -3.340 8.482 0.0 -0.6 -0.5
H -0.022 -2.872 2.212 -0.2 0.2 0.0
O -1.040 -4.295 8.223 -0.2 -0.1 0.0
N 4.744 -0.055 -6.789 0.8 -0.7 -1.4
H -2.505 5.056 -0.740 -0.1 0.0 0.1
H -1.860 3.386 -2.190 0.1 0.1 -0.1
C -1.588 -6.763 1.097 -0.6 0.6 -0.2
H -0.473 -4.491 5.285 -0.1 0.2 -0.3
O -0.956 -0.920 -1.413 -3.2 0.7 2.3
N -2.237 1.791 -5.492 0.2 1.7 -0.3
H -0.057 -5.355 1.051 -0.2 0.0 0.0
H -3.616 0.383 -1.827 0.1 -1.3 1.9
O -2.775 -6.981 0.912 -0.2 -0.2 0.0
C -4.080 -2.361 3.339 0.7 0.0 -0.4
N 0.811 -3.128 2.715 0.7 0.3 -1.2
H -2.313 -1.294 -4.728 0.2 0.4 0.1
N 5.322 -0.351 0.839 1.5 -0.4 0.3
H 5.218 0.907 -4.536 0.0 -0.2 0.1
H -0.954 -0.209 -4.727 -0.1 0.0 0.1
O -3.691 5.529 -3.642 -0.4 0.4 -0.4
N -1.935 -0.369 -4.885 0.3 -1.1 0.2
N -4.835 -2.223 4.444 -0.5 0.2 1.6
H 8.112 2.935 -1.784 -0.1 -0.2 -0.1
H 1.470 -2.362 8.094 -0.2 -0.1 -0.1
O 1.827 -4.056 4.499 0.9 -0.2 0.6
H 6.646 2.031 -1.544 0.1 0.0 0.1
H -1.277 -3.780 3.917 -0.1 0.3 0.0
H -2.397 1.243 2.184 -0.5 -0.1 -0.1
H 5.722 -0.079 -6.556 -0.2 0.0 0.1
H -6.592 5.256 2.621 0.2 0.0 0.0
H -2.848 2.534 -5.803 0.2 -0.3 0.0
N -0.730 -7.713 1.510 0.7 -1.6 0.5
H 1.734 4.824 -3.226 0.2 -0.3 0.1
H -0.214 -0.168 2.195 0.2 -0.3 -0.2
H -2.394 3.438 -3.844 0.1 0.0 0.5
O 0.602 2.653 -2.907 -0.3 0.0 -0.2
H 4.442 -0.421 -7.682 0.1 0.1 0.4
H -1.559 -2.510 9.847 0.4 0.1 -0.2
N 2.647 1.921 -2.308 0.3 -1.1 -0.2
H -0.093 -1.605 9.608 -0.1 -0.2 -0.1
H 0.251 -7.553 1.668 -0.2 0.0 0.0
H 6.276 -0.054 0.675 -0.4 -0.2 0.1
H 2.269 0.996 -2.151 0.1 0.3 0.1
O -0.454 2.008 0.248 -1.3 -2.2 -0.9
N -3.013 5.486 -1.494 -0.4 0.8 1.1
N -2.379 3.846 -2.919 0.2 -0.7 -0.5
H 9.368 0.713 -4.181 -0.1 0.3 0.3
H -6.533 4.883 0.348 0.2 0.0 0.0
N 9.072 1.398 -3.498 1.3 -0.2 -1.0
N -5.530 4.949 0.384 -0.5 -0.2 -1.3
H -5.839 -2.283 4.448 0.2 0.0 0.0
O 2.610 0.460 -6.281 -0.1 -0.1 -0.2
N 3.098 0.010 0.633 -0.8 0.2 -0.2
C -3.067 4.988 -2.742 0.2 -0.3 -0.4
H -0.563 1.759 -0.719 0.5 0.5 1.6
N -0.423 -4.020 4.391 -0.5 -0.6 0.7
C -4.833 5.178 1.512 0.8 -0.1 -0.3
H 3.628 2.081 -2.150 -0.2 0.0 0.5
O 7.165 0.245 -3.169 -0.2 -0.1 -0.3
N 4.249 0.914 -4.804 0.1 0.6 0.9
H -4.324 -1.278 -1.207 1.3 2.1 0.7
N -0.668 -2.399 9.381 -0.9 0.9 1.2
O -3.980 0.363 -5.484 -0.4 0.0 -0.1
H 3.565 1.296 -4.164 0.1 -0.2 -0.1
N 0.867 -3.142 7.893 1.0 -0.3 -0.6
H 3.320 4.280 -2.767 -0.2 -0.1 0.0
S -2.027 -0.923 -0.261 2.8 -2.8 -2.2
H 9.675 2.179 -3.298 -0.1 -0.2 0.0
H -5.103 5.489 3.487 -0.2 -0.1 -0.3
H -4.310 0.246 -0.039 1.4 -1.1 -1.4
H 2.893 -0.849 1.113 0.0 0.2 -0.1
N -5.588 5.315 2.617 -0.5 0.3 1.6
C 3.792 0.441 -5.977 -0.7 0.3 0.3
H 2.332 0.586 0.309 -0.1 -0.1 0.3
O 4.569 1.501 -0.199 0.6 0.7 -0.5
H 5.157 -1.217 1.324 0.0 0.2 -0.1
C 7.879 1.201 -2.909 -0.5 -0.2 0.1
H 1.163 -3.828 7.210 0.0 0.3 0.0
O -2.862 -2.284 3.358 0.2 -0.1 0.3
H -4.350 -2.050 5.315 -0.2 -0.1 -0.3
C 1.789 2.871 -2.722 -0.7 -0.4 0.1
C 0.804 -3.754 3.906 -0.6 0.0 0.1
H -5.780 -2.655 2.175 0.2 0.0 0.1
H -1.108 -8.638 1.667 0.2 0.4 0.0
C -2.793 0.581 -5.299 -0.3 -0.6 0.1
H -1.262 1.990 -5.344 0.0 -0.1 0.0
H -3.518 6.345 -1.318 0.3 -0.3 0.0
N 2.345 4.081 -2.914 0.2 1.6 -0.4
H -1.643 -4.810 0.592 0.2 0.1 0.1
H -4.246 -2.699 1.357 0.1 0.0 0.1
H 1.714 -2.910 2.315 -0.5 -0.1 0.2
N 7.537 2.142 -2.011 -0.7 0.6 0.8
N -1.032 -5.554 0.904 0.0 1.0 -0.3
C -3.717 -0.304 -0.885 -1.4 -1.0 -0.9
O -2.067 -2.372 0.285 -1.3 2.9 -0.8
O -3.615 5.254 1.531 0.0 0.2 0.1
H -5.000 4.839 -0.471 -0.1 0.0 0.2
Al -1.258 0.612 1.286 1.4 2.4 0.0
N -4.777 -2.589 2.211 -0.4 -0.2 -1.2


The lowest charge belongs to which entry?
C12H50AlN22O14S